# 1
DFT (ωB97M-V/def2-TZVPD) results for the ion C5H10NS with charge +1.

Computed properties:
ΔE to the lowest compared entry with this formula, charge and spin: 128.0 kcal/mol
LUMO (alpha / beta): -6.148 / -6.148 eV
Energy: -17660.7715 eV

```
! RIJCOSX wB97M-V def2-TZVPD def2/J DEFGRID3
* xyz 1 1
S 2.1259 -1.1557 -0.1136
H 1.3085 2.3459 0.3740
H 1.3638 0.9954 1.5716
H -2.2385 -1.1197 1.4519
C 1.1573 1.3144 0.4883
C -0.7062 -0.4392 -0.1737
H -0.6030 1.3669 -1.0336
H 1.8549 0.8948 -1.4675
H -2.5917 -1.1539 -1.2303
C -1.6430 -1.3741 -0.7393
N -1.4508 -1.3966 0.7587
H -1.1088 -2.1780 -1.2928
H -1.0457 1.5694 0.7122
H -1.1714 -2.2668 1.1437
C 2.0845 0.6031 -0.3723
C -0.3746 0.9754 0.0024
H 3.0387 1.0188 -0.0796
*
```



# 2
DFT (ωB97M-V/def2-TZVPD) results for the ion C5H10NS with charge +1.

Computed properties:
ΔE to the lowest compared entry with this formula, charge and spin: 113.9 kcal/mol
LUMO (alpha / beta): -5.359 / -5.305 eV
Energy: -17661.3854 eV

```
! RIJCOSX wB97M-V def2-TZVPD def2/J DEFGRID3
* xyz 1 1
H -0.2650 3.1410 -0.4657
N 0.3467 2.3760 -0.7566
H 2.4162 -0.6511 0.6629
H -1.6782 -0.6167 -0.5975
H 0.5923 -0.2593 -1.5057
H 0.3481 2.2681 -1.8426
C -0.7858 -1.2031 -0.3734
H -0.0547 1.6300 1.0745
C -0.8879 -1.7774 0.9775
C -0.2237 1.2723 0.0291
H 1.3680 2.7866 -0.5837
C 1.3415 -0.9717 0.4569
C 0.3425 -0.1904 -0.3736
H -0.5604 -2.0260 -1.0090
H -1.5212 -2.5840 1.0297
S 0.7259 -2.0539 1.5904
H -1.5045 -1.1405 1.6865
*
```



# 3
DFT (ωB97M-V/def2-TZVPD) results for the ion C5H10NSi2 with charge +1.

Computed properties:
ΔE to the lowest compared entry with this formula, charge and spin: 0.0 kcal/mol
LUMO: -4.250 eV
Energy: -22585.2743 eV

```
! RIJCOSX wB97M-V def2-TZVPD def2/J DEFGRID3
* xyz 1 1
C -1.2668 -1.1776 -0.3363
H 1.0595 3.0154 0.4586
C -1.1286 -2.0360 0.7280
H -2.0094 0.4404 -2.5526
H 1.2748 -0.3000 2.3222
H 2.2088 1.6643 -1.2326
H -0.8636 2.3125 -1.4322
N -0.5204 -0.0696 -0.4740
C 0.5481 -0.5678 1.5724
H 0.4019 0.6382 -2.7752
C 0.3913 0.2494 0.4648
Si -0.7731 0.9614 -1.9792
H -1.7297 -2.9294 0.7789
H -1.9781 -1.3821 -1.1203
H -0.0595 -2.3753 2.5604
Si 1.8088 1.8003 0.1630
H 2.8390 1.4791 1.1394
C -0.2030 -1.7233 1.7148
*
```



# 4
DFT (ωB97M-V/def2-TZVPD) results for a structure of composition C5H10O.

Computed properties:
ΔE to the lowest compared entry with this formula, charge and spin: 131.4 kcal/mol
LUMO: 0.669 eV
Energy: -7389.0666 eV

```
! RIJCOSX wB97M-V def2-TZVPD def2/J DEFGRID3
* xyz 0 1
C -1.3256 0.0950 -0.4064
O 0.5381 -0.6818 0.9864
H -0.5951 1.9831 -1.6552
C -0.5966 0.8047 -1.6403
H -1.2747 0.5158 -2.6076
H 1.7385 -1.2333 2.5305
C -0.7840 -0.4873 0.6629
H -2.3775 0.0879 -0.5472
C 0.8907 0.1496 -1.8214
H -1.5149 -0.9079 1.3996
H 1.2745 0.4019 -2.8060
H 1.0053 0.9605 2.8271
H 0.8269 -0.9619 -1.7606
H 1.7645 0.5043 -1.0546
C 0.7398 -0.3946 2.4995
H -0.3099 -0.8361 3.3933
*
```



# 5
DFT (ωB97M-V/def2-TZVPD) results for an isolated molecule of C5H10O.

Computed properties:
ΔE to the lowest compared entry with this formula, charge and spin: 50.9 kcal/mol
LUMO: 1.128 eV
Energy: -7392.5572 eV

```
! RIJCOSX wB97M-V def2-TZVPD def2/J DEFGRID3
* xyz 0 1
C 0.7646 0.2328 -0.6476
C 0.7182 1.6933 0.0956
C -1.7899 -0.8835 0.2474
H 2.4908 -0.7085 0.1196
C 1.4139 -0.8774 0.1841
O -1.2639 0.3241 0.7272
H -1.0604 -1.7051 0.0906
H -2.4797 -1.1746 1.0277
H -2.3092 -0.7481 -0.7149
H 0.7864 2.7390 -0.2616
H 0.7928 -0.0239 -1.7181
H 1.1068 -0.8465 1.2349
H 1.0666 1.6485 1.1377
H 1.2509 -1.9124 -0.1717
C -0.4838 0.9137 -0.2397
H -1.0041 1.3287 -1.1112
*
```



# 6
DFT (ωB97M-V/def2-TZVPD) results for an isolated molecule of C5H10O.

Computed properties:
ΔE to the lowest compared entry with this formula, charge and spin: 2.9 kcal/mol
LUMO: 0.914 eV
Energy: -7394.6407 eV

```
! RIJCOSX wB97M-V def2-TZVPD def2/J DEFGRID3
* xyz 0 1
H 2.7970 -0.4752 -0.8915
H -0.4571 -1.0837 -0.8039
C 2.0702 -0.3186 -0.0924
H -0.2199 0.3979 1.8703
C -1.6721 0.6817 -0.7103
H -1.6342 -0.6028 1.5793
H -0.0373 -1.3414 1.6052
C -0.4886 -0.1453 -0.2226
C 0.8612 0.4000 -0.6653
O 0.9756 1.2654 -1.5075
C -0.5894 -0.4504 1.2851
H -2.6131 0.1689 -0.4759
H 1.8064 -1.2821 0.3530
H 2.5333 0.2930 0.6895
H -1.6934 1.6623 -0.2232
H -1.6204 0.8409 -1.7895
*
```



# 7
DFT (ωB97M-V/def2-TZVPD) results for a cluster of 2 separate species, C5H10O in total.

Computed properties:
ΔE to the lowest compared entry with this formula, charge and spin: 118.2 kcal/mol
LUMO: 0.742 eV
Energy: -7389.6390 eV

```
! RIJCOSX wB97M-V def2-TZVPD def2/J DEFGRID3
* xyz 0 1
C 1.5108 -0.9651 -0.5134
H -1.0607 -0.7692 -1.0728
H -2.5219 -0.1531 -0.2636
H 1.3447 -0.7608 -1.5443
H 1.2320 -2.0423 -0.3190
H 2.5135 -0.8470 -0.1225
H -1.8650 0.6684 -1.6871
H -0.4092 -1.4391 0.9922
H -1.2265 1.9329 0.4024
C -1.5926 0.1369 -0.7671
C -0.7221 0.9961 0.1182
C 0.7948 0.9570 0.0163
H 1.3127 1.9452 0.0168
C 0.1452 0.4314 1.2179
O 0.3556 -0.9560 1.3176
H 0.1886 0.8646 2.2084
*
```



# 8
DFT (ωB97M-V/def2-TZVPD) results for an isolated molecule of C5H10O.

Computed properties:
ΔE to the lowest compared entry with this formula, charge and spin: 32.3 kcal/mol
LUMO: 1.113 eV
Energy: -7393.3636 eV

```
! RIJCOSX wB97M-V def2-TZVPD def2/J DEFGRID3
* xyz 0 1
H -2.6403 -1.1724 -0.2205
H 0.4198 -0.8800 -0.9559
H 0.5503 1.5012 -1.6638
H -2.4299 -2.5460 0.9000
H 2.4697 2.7749 -0.8877
H 1.4306 -0.5692 0.4609
O -1.1673 -1.0072 1.2339
C -0.5932 0.1439 0.6622
H 2.7991 1.5133 0.4286
H -1.3428 0.6810 0.0546
C 0.6552 -0.1372 -0.1823
H -0.3177 0.7960 1.4976
C 1.1418 1.1313 -0.8246
C 2.1862 1.8413 -0.4091
H -1.2603 -2.2873 -0.4164
C -1.9013 -1.7836 0.3225
*
```